ORCA calculation (wB97M-V/def2-TZVPD) on a cluster of 2 separate species, C5H11FN in total.

CARTESIAN COORDINATES (ANGSTROEM)
C  2.298  1.085  0.619
C  2.375  -0.422  0.568
C  1.850  0.308  -0.577
C  -2.622  -1.097  0.755
C  -1.245  -1.524  0.237
N  -2.078  -0.592  -0.502
F  0.484  0.269  -0.918
H  1.529  1.670  1.037
H  3.322  1.600  0.533
H  3.503  -0.696  0.520
H  1.706  -1.065  1.178
H  -3.551  -1.827  0.763
H  -0.343  -1.038  0.588
H  -2.630  -0.199  1.448
H  2.326  0.451  -1.516
H  -1.177  -2.508  -0.331
H  -2.574  -0.933  -1.403
H  -1.668  0.267  -0.715

Computed properties:
E_tot   -9561.0431 eV
Relative energy (zero: lowest compared OMol25 entry of this formula, charge and spin)   351.6 kJ/mol
HOMO-LUMO gap   0.38839 hartree
LUMO level   -3.4 eV
Net charge   +1


ORCA calculation (wB97M-V/def2-TZVPD) on a structure of composition C22H47BO12S.

CARTESIAN COORDINATES (ANGSTROEM)
C  -0.085  -1.170  2.000
O  0.005  -0.107  1.063
C  -0.078  -0.526  -0.281
C  0.456  0.532  -1.210
C  1.968  0.780  -1.179
O  2.603  0.241  -0.002
S  4.182  0.718  -0.055
O  4.808  0.017  -1.126
O  4.719  -0.071  1.289
B  3.861  0.258  2.376
O  3.113  -0.713  2.935
O  3.841  1.539  2.827
H  -0.782  -0.886  2.780
H  -0.406  -2.101  1.548
H  0.875  -1.303  2.479
H  0.369  -1.503  -0.460
H  -1.140  -0.636  -0.523
H  -0.091  1.441  -0.992
H  0.196  0.262  -2.225
H  2.417  0.326  -2.051
H  2.148  1.852  -1.215
H  2.955  -1.383  2.248
H  2.915  1.823  2.890
C  4.802  -4.496  3.541
C  3.922  -4.658  2.326
O  2.988  -5.430  2.316
C  4.255  -3.814  1.123
H  4.458  -5.155  4.335
H  5.833  -4.748  3.290
H  4.761  -3.464  3.895
H  5.262  -4.042  0.769
H  4.191  -2.754  1.369
H  3.544  -4.025  0.327
C  -3.486  2.413  0.051
C  -3.118  3.311  -1.104
O  -2.420  2.916  -2.012
C  -3.656  4.717  -1.074
H  -3.036  1.433  -0.091
H  -3.121  2.839  0.986
H  -4.570  2.305  0.107
H  -3.297  5.235  -0.183
H  -4.748  4.703  -1.061
H  -3.317  5.257  -1.956
C  -0.389  6.288  -4.962
C  0.019  6.077  -3.524
O  -0.052  6.968  -2.711
C  0.514  4.702  -3.153
H  -0.726  7.313  -5.097
H  0.459  6.102  -5.623
H  -1.201  5.608  -5.223
H  1.400  4.451  -3.739
H  -0.270  3.965  -3.341
H  0.771  4.684  -2.096
C  -7.524  5.086  -3.158
C  -7.973  5.679  -1.843
O  -7.438  5.385  -0.801
C  -9.122  6.656  -1.892
H  -6.696  4.403  -2.985
H  -8.346  4.538  -3.621
H  -7.198  5.878  -3.833
H  -10.008  6.171  -2.305
H  -8.860  7.511  -2.517
H  -9.344  7.005  -0.887
C  0.509  -5.864  7.557
C  1.099  -5.303  6.284
O  1.100  -4.115  6.062
C  1.687  -6.291  5.307
H  0.123  -5.051  8.168
H  -0.306  -6.550  7.321
H  1.274  -6.401  8.120
H  0.920  -6.995  4.979
H  2.501  -6.844  5.779
H  2.073  -5.768  4.437
C  2.131  -3.935  -4.097
C  2.285  -4.280  -2.636
O  2.274  -3.426  -1.781
C  2.454  -5.740  -2.289
H  2.019  -2.859  -4.205
H  3.012  -4.260  -4.653
H  1.248  -4.429  -4.507
H  3.348  -6.138  -2.772
H  1.585  -6.307  -2.626
H  2.552  -5.850  -1.211

Computed properties:
E_tot   -59659.8521 eV
Relative energy (zero: lowest compared OMol25 entry of this formula, charge and spin)   57.4 kJ/mol
HOMO-LUMO gap   0.36592 hartree
LUMO level   0.6 eV